Entry a
Formula: C16H18N4O2S
Source: OMol25
Level of theory: the ωB97M-V functional and the def2-TZVPD basis

```
41
Properties=species:S:1:pos:R:3
S -6.82 2.12 -0.01
O -3.62 -1.43 -1.11
O 4.82 0.34 -1.62
N -0.04 -0.26 -2.78
N -6.57 0.32 1.82
N -2.91 -0.17 0.72
N -0.62 0.24 -0.68
C 2.68 0.29 -2.83
C 0.40 0.25 -1.71
C 2.58 0.25 -0.35
C 4.15 0.84 -2.76
C -1.32 -0.63 -2.58
C -4.18 -0.53 1.40
C -1.74 -0.31 -1.32
C -0.75 0.81 0.60
C -5.21 1.39 0.15
C -5.32 0.43 1.09
C 1.91 0.81 -1.64
C -7.43 1.11 1.27
C -2.87 -0.70 -0.54
C -1.79 0.50 1.30
C 4.06 0.62 -0.35
C -1.83 0.95 2.72
H 4.18 1.91 -2.77
H -4.40 -1.58 1.11
H -1.13 1.78 2.92
H 0.19 1.15 0.85
H 2.06 0.46 -3.76
H -2.84 1.34 3.13
H 4.77 0.57 -3.64
H 1.93 1.90 -1.58
H 4.54 0.07 0.49
H 2.59 -0.81 -0.38
H -1.84 -1.27 -3.22
H -4.35 1.61 -0.50
H -8.55 1.05 1.44
H 4.20 1.65 -0.22
H 2.72 -0.75 -2.97
H -1.51 0.05 3.27
H -4.00 -0.57 2.53
H 2.18 0.52 0.62
```

## Properties
Gap between HOMO and LUMO ... 8.8 eV
HOMO ... -8.35 eV
LUMO ... 0.469 eV
Multiplicity ... 1

Here are the Löwdin charges for atoms 1 to 4, given in e: atom 1 (S): 0.955, atom 2 (O): 0.128, atom 3 (O): -0.149, atom 4 (N): 0.112

Entry b
Formula: C16H18N4O2S
Source: OMol25
Level of theory: the ωB97M-V functional and the def2-TZVPD basis

```
41
Properties=species:S:1:pos:R:3
S 1.88 1.75 -2.15
O -0.68 1.04 -5.40
O 1.11 1.77 -4.46
N -2.05 -0.29 0.52
N -1.14 -2.39 1.95
N 2.21 1.19 0.53
N 0.00 1.24 -4.42
C 2.67 1.79 -0.56
C 4.62 2.57 0.60
C -0.47 -3.04 0.84
C -0.48 0.86 -3.16
C -2.28 -0.10 -1.87
C -1.76 0.29 -3.07
C 3.88 2.49 -0.57
C 4.13 1.94 1.74
C -1.53 0.07 -0.68
C -2.58 -2.31 1.81
C -0.58 -1.09 2.31
C -0.26 0.65 -0.78
C 2.92 1.27 1.65
C 0.28 1.04 -1.99
C -3.01 -1.37 0.65
C -1.45 0.07 1.78
H 5.55 3.10 0.62
H -4.02 -0.97 0.86
H -2.32 0.18 -3.98
H -0.48 -2.46 -0.09
H 0.56 -3.23 1.12
H -2.27 0.27 2.48
H 0.43 -1.02 1.90
H -2.98 -1.95 2.76
H -0.95 -4.00 0.66
H -2.97 -3.31 1.62
H 2.49 0.77 2.50
H -3.05 -1.93 -0.28
H -0.52 -1.03 3.40
H -3.28 -0.50 -1.83
H 0.36 0.76 0.09
H 4.67 1.98 2.67
H 4.22 2.95 -1.48
H -0.86 0.98 1.68
```

## Properties
Gap between HOMO and LUMO ... 7.9 eV
HOMO ... -8.00 eV
LUMO ... -0.149 eV
Multiplicity ... 1

Here are the Löwdin charges for atoms 1 to 4, given in e: atom 1 (S): 1.123, atom 2 (O): 0.065, atom 3 (O): -0.053, atom 4 (N): -0.088

Most stable: entry a